# 1
DFT (wB97M-V/def2-TZVPD) results for one molecule with the formula C5H11N.

Last column: Mulliken charge in e.
Cartesian coordinates (Å):
1 C 1.98 0.99 0.13  -1.143
2 C 1.39 -0.33 -0.38  -0.396
3 C 0.37 -0.91 0.60  -0.737
4 C -0.97 -0.19 0.52  -0.612
5 C -2.73 0.09 -0.96  -0.320
6 N -1.56 -0.35 -0.81  -0.370
7 H 2.89 1.24 -0.43  0.349
8 H 1.29 1.82 0.06  0.320
9 H 2.36 0.86 1.15  0.285
10 H 0.85 -0.12 -1.30  0.288
11 H 2.19 -1.02 -0.63  0.329
12 H 0.15 -1.98 0.50  0.361
13 H 0.82 -0.86 1.60  0.352
14 H -0.83 0.87 0.76  0.318
15 H -1.64 -0.63 1.27  0.442
16 H -3.21 0.05 -1.93  0.263
17 H -3.34 0.49 -0.15  0.270

Computed properties:
- SMILES: C=NCCCC
- Orbital gap: 0.400 hartree
- Lowest unoccupied orbital energy: 0.04393 hartree
- ΔE to the lowest compared entry with this formula, charge and spin: 88.42 kJ/mol
- HOMO level: -9.7 eV
- E: -6852.6121 eV

---

# 2
DFT (wB97M-V/def2-TZVPD) results for one molecule with the formula C5H11N at a distorted geometry.

Last column: Mulliken charge in e.
Cartesian coordinates (Å):
1 C 2.20 -0.51 -0.58  -0.842
2 C 1.37 -0.04 0.61  -0.786
3 C -0.03 0.37 0.25  0.489
4 C -0.39 1.65 -0.05  -0.897
5 C -0.95 -0.78 0.21  -0.350
6 H 3.39 -0.34 -0.46  0.283
7 H 1.87 0.10 -1.47  0.286
8 H 1.83 -1.64 -0.70  0.231
9 H 1.34 -0.75 1.43  0.351
10 H 1.85 0.87 1.06  0.340
11 H -1.32 2.09 -0.42  0.347
12 H 0.35 2.44 -0.23  0.263
13 H -0.52 -1.58 -0.52  0.190
14 H -1.03 -1.39 1.18  0.267
15 H -2.93 -1.16 -0.13  0.223
16 H -2.35 0.09 -1.12  0.198
17 N -2.24 -0.41 -0.18  -0.596

Computed properties:
- SMILES: C=C(CC)CN
- Orbital gap: 0.362 hartree
- Lowest unoccupied orbital energy: 0.03867 hartree
- ΔE to the lowest compared entry with this formula, charge and spin: 173.58 kJ/mol
- HOMO level: -8.8 eV
- E: -6851.7296 eV

---

# 3
DFT (wB97M-V/def2-TZVPD) results for one molecule with the formula C5H11N at a distorted geometry.

Last column: Mulliken charge in e.
Cartesian coordinates (Å):
1 C 2.49 -0.42 0.67  -1.219
2 C 1.25 -0.56 -0.22  -0.305
3 C 0.08 -0.30 0.75  -0.733
4 C -0.39 1.07 0.45  -0.243
5 N -1.25 0.08 -0.21  -0.015
6 C -2.62 -0.05 0.23  -0.969
7 H 2.50 0.57 1.16  0.297
8 H 2.47 -1.17 1.45  0.334
9 H 3.43 -0.51 0.11  0.355
10 H 1.34 0.15 -1.07  0.351
11 H 1.25 -1.57 -0.66  0.299
12 H -0.94 -0.47 -0.98  0.347
13 H 0.12 1.77 -0.21  0.225
14 H -0.99 1.57 1.22  0.262
15 H -3.17 -0.73 -0.41  0.348
16 H -3.11 0.93 0.19  0.320
17 H -2.61 -0.42 1.26  0.344

Computed properties:
- Orbital gap: 0.312 hartree
- Lowest unoccupied orbital energy: 0.03794 hartree
- ΔE to the lowest compared entry with this formula, charge and spin: 373.39 kJ/mol
- HOMO level: -7.5 eV
- E: -6849.6587 eV

---

# 4
DFT (wB97M-V/def2-TZVPD) results for one molecule with the formula C5H11N at a distorted geometry.

Last column: Mulliken charge in e.
Cartesian coordinates (Å):
1 C 1.41 1.17 -1.05  -1.226
2 C -0.10 0.93 -1.03  -0.189
3 C -0.35 -0.58 -0.70  -1.035
4 C -0.46 -0.77 0.78  0.846
5 C 0.48 -1.09 1.68  -1.071
6 N -1.79 -0.70 1.23  -0.517
7 H 1.96 0.80 -0.19  0.278
8 H 1.76 0.62 -1.94  0.320
9 H 1.70 2.17 -1.33  0.363
10 H -0.51 1.14 -2.02  0.294
11 H -0.54 1.46 -0.19  0.310
12 H 0.50 -1.12 -1.09  0.419
13 H -1.33 -0.86 -1.10  0.317
14 H 1.50 -1.35 1.44  0.305
15 H 0.21 -0.99 2.72  0.200
16 H -2.45 -0.28 0.59  0.205
17 H -1.99 -0.55 2.20  0.181

Computed properties:
- SMILES: C=C(N)CCC
- Orbital gap: 0.335 hartree
- Lowest unoccupied orbital energy: 0.04133 hartree
- ΔE to the lowest compared entry with this formula, charge and spin: 73.27 kJ/mol
- HOMO level: -8.0 eV
- E: -6852.7691 eV

---

# 5
DFT (wB97M-V/def2-TZVPD) results for one molecule with the formula C5H11N at a distorted geometry.

Last column: Mulliken charge in e.
Cartesian coordinates (Å):
1 C -1.23 0.37 -1.65  -0.798
2 N -0.74 -0.92 -1.16  -0.409
3 C 0.00 -0.48 -0.01  0.421
4 C 1.26 0.01 0.00  -0.126
5 C 2.10 0.61 0.98  -1.278
6 C -0.93 -0.53 1.20  -1.397
7 H -0.58 1.20 -1.95  0.300
8 H -2.19 0.68 -1.16  0.271
9 H -1.79 0.20 -2.69  0.301
10 H -1.37 -1.68 -0.88  0.330
11 H 1.88 0.05 -0.92  0.359
12 H 3.17 0.13 1.06  0.274
13 H 1.67 0.50 1.95  0.332
14 H 2.17 1.59 0.75  0.324
15 H -1.51 0.36 1.35  0.267
16 H -1.56 -1.36 1.05  0.397
17 H -0.35 -0.72 2.08  0.431

Computed properties:
- SMILES: C/C=C(\C)NC
- Orbital gap: 0.344 hartree
- Lowest unoccupied orbital energy: 0.04021 hartree
- ΔE to the lowest compared entry with this formula, charge and spin: 246.54 kJ/mol
- HOMO level: -8.3 eV
- E: -6850.9733 eV

---

# 6
DFT (wB97M-V/def2-TZVPD) results for a 2-piece molecular cluster, C5H11N overall.

Last column: Mulliken charge in e.
Cartesian coordinates (Å):
1 C 1.77 -0.37 0.88  -1.095
2 C 1.60 0.32 -0.47  -0.437
3 N 0.19 0.44 -0.82  -0.287
4 C -0.25 1.79 -1.26  -0.198
5 C -0.54 1.48 -0.05  -0.334
6 C -2.20 -1.43 0.20  -0.927
7 H 2.81 -0.64 1.06  0.367
8 H 1.44 0.28 1.70  0.296
9 H 1.16 -1.28 0.91  0.250
10 H 2.09 1.31 -0.46  0.321
11 H 2.08 -0.28 -1.25  0.340
12 H -0.34 2.34 -2.17  0.336
13 H -1.56 -0.88 -0.51  0.210
14 H -1.08 1.57 0.88  0.370
15 H -3.26 -1.20 0.02  0.310
16 H -1.94 -1.14 1.22  0.199
17 H -2.04 -2.50 0.08  0.280

Computed properties:
- SMILES: CCN1C=C1.C
- Orbital gap: 0.347 hartree
- Lowest unoccupied orbital energy: 0.04300 hartree
- ΔE to the lowest compared entry with this formula, charge and spin: 374.71 kJ/mol
- HOMO level: -8.3 eV
- E: -6849.6450 eV

---

# 7
DFT (wB97M-V/def2-TZVPD) results for one molecule with the formula C5H11N.

Last column: Mulliken charge in e.
Cartesian coordinates (Å):
1 C 2.43 0.21 0.26  -1.165
2 C 1.05 -0.43 0.16  -0.015
3 C -0.03 0.61 -0.17  -1.193
4 N -1.38 0.02 -0.16  0.221
5 C -1.99 -0.04 1.03  -0.506
6 C -1.84 -0.45 -1.32  -0.523
7 H 2.73 0.67 -0.69  0.312
8 H 3.19 -0.54 0.51  0.346
9 H 2.46 0.99 1.03  0.317
10 H 1.04 -1.21 -0.61  0.278
11 H 0.78 -0.91 1.11  0.304
12 H 0.13 1.04 -1.16  0.386
13 H -0.02 1.42 0.57  0.331
14 H -2.93 -0.57 1.10  0.245
15 H -1.62 0.58 1.83  0.195
16 H -1.16 -0.53 -2.15  0.220
17 H -2.84 -0.86 -1.34  0.246

Computed properties:
- Orbital gap: 0.281 hartree
- Lowest unoccupied orbital energy: 0.03937 hartree
- ΔE to the lowest compared entry with this formula, charge and spin: 224.96 kJ/mol
- HOMO level: -6.6 eV
- E: -6851.1970 eV

---

# 8
DFT (wB97M-V/def2-TZVPD) results for one molecule with the formula C5H11N.

Last column: Mulliken charge in e.
Cartesian coordinates (Å):
1 C 2.41 -0.36 0.32  -1.061
2 C 1.24 -0.46 -0.68  -0.745
3 C -0.11 -0.29 0.00  0.269
4 C -0.50 1.05 0.49  -0.521
5 N -1.19 0.46 -0.64  -0.375
6 C -2.54 0.03 -0.27  -0.844
7 H 2.44 0.62 0.81  0.298
8 H 2.35 -1.12 1.11  0.312
9 H 3.36 -0.50 -0.20  0.343
10 H 1.34 0.32 -1.44  0.285
11 H 1.29 -1.42 -1.20  0.283
12 H -0.47 -1.16 0.55  0.294
13 H 0.15 1.89 0.24  0.257
14 H -1.05 1.15 1.43  0.299
15 H -3.03 -0.50 -1.09  0.273
16 H -3.14 0.92 -0.04  0.317
17 H -2.55 -0.62 0.62  0.317

Computed properties:
- SMILES: CC[C@H]1CN1C
- Orbital gap: 0.378 hartree
- Lowest unoccupied orbital energy: 0.04458 hartree
- ΔE to the lowest compared entry with this formula, charge and spin: 122.06 kJ/mol
- HOMO level: -9.1 eV
- E: -6852.2635 eV